Entry from the Open Molecules 2025 dataset: a structure of composition H20NO8PSi2 (the ωB97M-V functional and the def2-TZVPD basis).

Values from the calculation:
- Strongest force on any atom: 5.4 eV/A
- HOMO energy: -9.8 eV
- Kohn-Sham gap: 9.6 eV
- Lowest unoccupied orbital energy: -0.2 eV

XYZ file:
```
32
H20NO8PSi2, DFT the ωB97M-V functional and the def2-TZVPD basis
N 2.565 -0.108 1.505
Si 1.820 -0.737 0.001
O 0.324 0.006 -0.498
Si -0.371 1.090 0.675
P -2.395 0.309 1.224
O -3.551 1.306 0.707
H 2.869 0.894 1.432
H 1.984 -0.282 2.360
H 1.692 -2.206 0.051
H 2.801 -0.480 -1.085
H 0.381 1.301 1.896
H -0.650 2.369 -0.028
H -2.619 -0.940 0.508
H -2.555 0.105 2.641
O 1.607 -4.277 0.315
H 2.250 -4.517 0.999
H 1.091 -5.086 0.184
O -3.357 -1.836 3.723
H -4.034 -2.289 3.199
H -3.860 -1.390 4.421
O -4.843 2.559 -1.525
H -4.291 2.022 -0.937
H -4.468 2.403 -2.405
O 5.783 -0.421 -0.070
H 5.679 0.331 -0.672
H 4.908 -0.519 0.336
O 7.203 -0.303 -2.875
H 6.820 -0.467 -2.000
H 6.847 -1.017 -3.424
O -6.852 4.291 -3.456
H -6.300 3.754 -2.867
H -6.477 4.135 -4.335
```